Entry one
C4H7N3O in the gas phase. Source: the Open Molecules 2025 dataset; level of theory: wB97M-V/def2-TZVPD.

```
15
C4H7N3O (wB97M-V/def2-TZVPD)
C 2.81022 -0.99665 -0.17393
N 1.48855 -1.06225 -0.22893
N 1.10115 0.22740 0.03092
C -0.26006 0.34274 -0.05351
N -0.39917 1.74754 -0.36737
C -1.26295 -0.63245 0.19976
C -2.73061 -0.31192 0.16850
O -3.46063 -1.19344 -0.46771
H 3.26675 -2.00268 -0.15533
H 3.40666 -0.02898 0.02782
H 1.52064 1.07453 -0.49431
H -1.31843 2.01187 -0.35021
H -0.04984 1.88965 0.70966
H -1.08101 -1.82842 0.69311
H -3.03128 0.76307 0.46153
```

The value obtained for the HOMO-LUMO gap is 8.9 eV. As for the net charge: 0. As for the structure (SMILES): C=NN/C(N)=C/C=O. The calculation puts the HOMO energy at -8.45 eV.



Entry two
C4H7N3O in the gas phase. Source: the Open Molecules 2025 dataset; level of theory: wB97M-V/def2-TZVPD.

```
15
C4H7N3O (wB97M-V/def2-TZVPD)
C 2.16663 -0.39013 0.36442
N 1.11405 -0.86397 -0.55197
N -0.10605 -0.56499 -0.17279
C -0.44540 0.64047 0.07094
C 0.37489 1.75440 -0.09690
N 1.25870 2.58178 -0.28955
O -1.72453 1.05054 0.16555
C -2.62918 -0.14677 -0.08822
H 1.87087 -0.60313 1.50964
H 3.02919 -1.10417 -0.01073
H 2.44442 0.72515 0.05805
H 0.94891 -1.80432 -0.47746
H -2.09964 -1.28420 0.28229
H -2.65550 -0.12497 -1.38609
H -3.54736 0.13430 0.62283
```

The value obtained for the HOMO-LUMO gap is 9.2 eV. As for the net charge: 0. As for the structure (SMILES): CN/N=C(\C#N)OC. The calculation puts the HOMO energy at -8.95 eV.



Entry three
C4H7N3O in the gas phase. Source: the Open Molecules 2025 dataset; level of theory: wB97M-V/def2-TZVPD.

```
15
C4H7N3O (wB97M-V/def2-TZVPD)
H 1.35314 3.11305 1.01895
N 0.85716 2.28348 1.07658
C 0.81930 1.62873 -0.02717
N 0.34175 0.30655 -0.09060
C 0.38363 -0.26339 -1.37189
N 0.20914 -1.55292 -1.57485
H 0.16349 -1.81990 -2.57346
C -0.05164 -0.37979 1.06593
C -1.35140 -1.16959 0.91036
O 0.56385 -0.46118 2.09534
H 1.14154 1.98493 -1.00342
H 0.42268 0.42069 -2.21925
H -1.05982 -2.23355 1.10214
H -2.06411 -0.73850 1.68050
H -1.72871 -1.11860 -0.08913
```

The value obtained for the HOMO-LUMO gap is 10.2 eV. As for the net charge: 0. As for the structure (SMILES): [H]/N=C/N(/C=N/[H])C(C)=O. The calculation puts the HOMO energy at -9.59 eV.



Energies in kJ/mol, measured from the most stable structure: entry one 413.8; entry two 429.2; entry three 0.0.



Entry one
C4H7N3O in the gas phase. Source: the Open Molecules 2025 dataset; level of theory: wB97M-V/def2-TZVPD.

```
15
C4H7N3O (wB97M-V/def2-TZVPD)
H -2.15891 0.85854 0.19494
N -2.14840 -0.37169 0.16323
C -0.99251 -0.68254 -0.44950
C -0.57589 -2.02566 0.16626
N 0.41552 -2.14388 1.02529
O 1.07109 -0.78333 1.36693
N -0.18737 0.22846 -1.12450
C -0.14871 1.68633 -0.69994
C 1.10668 0.74533 -0.29544
H -0.94252 -3.00096 -0.18723
H 2.22449 -0.67123 1.69685
H 0.24921 2.54126 -1.64614
H -1.10201 2.20541 -0.03958
H 2.09243 0.98173 -0.88971
H 1.09689 0.43224 0.71855
```

The value obtained for the HOMO-LUMO gap is 9.3 eV. As for the net charge: 0. As for the structure (SMILES): [H]/N=C(/C=N\O)N1CC1. The calculation puts the HOMO energy at -9.28 eV.



Entry two
C4H7N3O in the gas phase. Source: the Open Molecules 2025 dataset; level of theory: wB97M-V/def2-TZVPD.

```
15
C4H7N3O (wB97M-V/def2-TZVPD)
C -1.03979 -0.11238 2.06721
N -0.57881 -0.05012 0.68275
N -1.28210 -0.56561 -0.40920
C -0.40497 -0.23915 -1.48242
C 0.81616 0.04783 -1.01811
N 1.92349 0.39098 -1.79031
C 0.68030 0.33356 0.40135
O 1.35760 0.73335 1.29827
H -2.05660 0.23311 2.18948
H -0.78144 -1.09048 2.40729
H -0.50060 0.85231 2.41236
H -2.25363 -0.26528 -0.34208
H -0.51827 -0.46561 -2.45138
H 1.83270 -0.07033 -2.72555
H 2.80597 0.26782 -1.23967
```

The value obtained for the HOMO-LUMO gap is 8.7 eV. As for the net charge: 0. As for the structure (SMILES): Cn1[nH]cc(N)c1=O. The calculation puts the HOMO energy at -7.86 eV.



Energies in kJ/mol, measured from the most stable structure: entry one 768.0; entry two 0.0.



Entry one
A molecular structure, C4H7N3O. Source: the Open Molecules 2025 dataset; level of theory: wB97M-V/def2-TZVPD.

```
15
C4H7N3O (wB97M-V/def2-TZVPD)
C -0.82536 0.03361 -0.05333
C 0.55755 0.18589 -0.10803
C 1.45050 1.30576 0.21871
C 1.34568 -1.12797 -0.01017
H -2.31474 -1.59956 -1.08236
H -1.36250 -1.60116 1.07424
H -3.24295 0.03026 -0.12002
H -1.77438 2.09464 0.17146
H 1.29124 2.09615 -0.50973
H 1.65592 1.48961 1.58425
H 1.04758 -2.09750 -0.26866
N -1.29711 -1.25579 -0.03483
N -2.00572 0.93217 -0.32238
N 2.66045 -0.96002 -0.01856
O 2.81385 0.47391 -0.52063
```

The value obtained for the HOMO-LUMO gap is 7.4 eV. As for the net charge: 0. The calculation puts the HOMO energy at -8.21 eV.



Entry two
A molecular structure, C4H7N3O. Source: the Open Molecules 2025 dataset; level of theory: wB97M-V/def2-TZVPD.

```
15
C4H7N3O (wB97M-V/def2-TZVPD)
C 0.20593 -0.29919 2.11330
C -0.73865 1.52728 -1.60438
C 0.41891 0.73502 -1.84713
C 0.58542 -0.10729 -0.91074
H 0.09146 -0.97996 2.98755
H 1.20423 -0.33256 1.46073
H -0.04067 0.72856 2.79574
H -0.68534 -1.58179 0.93441
H -1.28897 2.16069 -2.42785
H 0.91233 0.63254 -2.88230
H 0.71884 -2.16735 -0.47663
N -1.05694 -0.38255 1.18607
N -0.47265 0.10475 -0.08432
N -1.20121 1.09209 -0.52916
O 1.34732 -1.13025 -0.71528
```

The value obtained for the HOMO-LUMO gap is 8.7 eV. As for the net charge: 0. The calculation puts the HOMO energy at -9.19 eV.



Energies in kJ/mol, measured from the most stable structure: entry one 534.9; entry two 0.0.